Here is a 4-piece molecular cluster, C31H71BO2P overall from the OMol25 dataset. Energies are from ωB97M-V with the def2-TZVPD basis set.

ORCA input file:
```
! RIJCOSX wB97M-V def2-TZVPD def2/J DEFGRID3
* xyz -1 1
C -2.767 1.088 8.187
C -3.635 2.077 7.413
C -3.704 3.444 8.089
C -4.194 4.606 7.215
C -5.518 4.406 6.438
C -5.441 4.733 4.937
C -4.529 3.849 4.073
B -5.191 2.474 3.483
P -4.036 1.771 1.944
C -2.303 2.369 2.300
C -1.590 1.816 3.543
C -3.789 -0.012 2.384
C -5.019 -0.856 1.990
O -5.399 1.408 4.542
C -6.752 1.016 4.479
C -7.459 2.221 3.908
O -6.564 2.713 2.939
H -3.074 1.024 9.237
H -2.836 0.086 7.753
H -1.712 1.380 8.163
H -4.635 1.662 7.274
H -3.243 2.186 6.399
H -4.336 3.374 8.985
H -2.695 3.694 8.446
H -3.398 4.889 6.513
H -4.318 5.469 7.882
H -5.911 3.394 6.587
H -6.264 5.086 6.870
H -5.142 5.792 4.866
H -6.450 4.680 4.512
H -4.243 4.442 3.189
H -3.586 3.654 4.603
H -1.707 2.110 1.412
H -2.322 3.461 2.337
H -0.614 2.294 3.693
H -1.414 0.742 3.439
H -2.170 1.964 4.455
H -3.587 -0.130 3.451
H -2.902 -0.360 1.837
H -5.822 -0.232 1.587
H -5.424 -1.395 2.853
H -4.770 -1.603 1.227
H -7.129 0.730 5.472
H -6.858 0.147 3.809
H -8.435 1.996 3.461
H -7.621 2.964 4.710
C 2.343 -0.114 -0.871
C 0.862 0.162 -0.638
C 0.382 -0.229 0.758
C 0.525 -1.714 1.096
C -0.205 -2.656 0.138
C -1.713 -2.425 0.094
H 2.568 -1.180 -0.784
H 2.657 0.205 -1.867
H 2.960 0.415 -0.139
H 0.271 -0.361 -1.395
H 0.662 1.227 -0.785
H -0.663 0.068 0.874
H 0.937 0.353 1.501
H 0.136 -1.872 2.107
H 1.584 -1.988 1.134
H -0.006 -3.687 0.445
H 0.211 -2.557 -0.870
H -2.153 -2.535 1.087
H -2.202 -3.139 -0.570
H -1.962 -1.424 -0.260
C 4.180 -2.770 -3.598
C 5.299 -3.528 -2.892
C 5.684 -2.918 -1.545
C 6.197 -1.479 -1.623
C 7.417 -1.274 -2.519
C 8.644 -2.058 -2.068
H 4.472 -1.744 -3.828
H 3.910 -3.252 -4.539
H 3.284 -2.727 -2.974
H 6.177 -3.576 -3.544
H 4.987 -4.563 -2.730
H 6.433 -3.552 -1.063
H 4.808 -2.935 -0.888
H 6.443 -1.144 -0.610
H 5.390 -0.826 -1.963
H 7.657 -0.208 -2.538
H 7.170 -1.545 -3.551
H 8.922 -1.789 -1.046
H 9.502 -1.856 -2.711
H 8.465 -3.134 -2.090
C 2.078 -3.029 -10.220
C 2.269 -1.557 -9.874
C 3.735 -1.127 -9.820
C 4.579 -1.859 -8.775
C 4.055 -1.754 -7.344
C 3.995 -0.324 -6.817
H 2.528 -3.682 -9.470
H 1.020 -3.286 -10.283
H 2.537 -3.265 -11.183
H 1.785 -1.342 -8.918
H 1.754 -0.942 -10.616
H 3.782 -0.050 -9.638
H 4.187 -1.285 -10.805
H 5.597 -1.460 -8.810
H 4.662 -2.915 -9.046
H 4.703 -2.346 -6.693
H 3.063 -2.209 -7.274
H 4.982 0.144 -6.851
H 3.650 -0.300 -5.783
H 3.313 0.295 -7.402
*
```

Calculated values
Relative energy (zero: lowest compared OMol25 entry of this formula, charge and spin) (eV): 0.000
LUMO energy (eV): 1.99
E_HOMO (eV): -3.31
E_tot (eV): -47362.79281

=====

Here is a 2-piece molecular cluster, C6H7N2O2 overall at a distorted geometry from the OMol25 dataset. Energies are from ωB97M-V with the def2-TZVPD basis set.

ORCA input file:
```
! RIJCOSX wB97M-V def2-TZVPD def2/J DEFGRID3
* xyz 1 1
C 0.954 -0.947 -0.839
C -0.299 -1.098 -1.408
C 1.146 -0.313 0.359
C 0.017 0.366 0.950
C -1.135 0.334 0.263
C -3.597 1.647 0.852
N -1.362 -0.488 -0.813
N 2.305 -0.163 0.941
O -3.282 2.630 1.391
O 0.185 0.942 2.125
H 1.777 -1.456 -1.251
H -0.454 -1.556 -2.360
H -4.562 1.341 0.519
H -2.300 -0.345 -1.211
H 3.089 -0.571 0.519
H 2.392 0.751 1.400
H -0.603 1.441 2.360
*
```

Calculated values
Relative energy (zero: lowest compared OMol25 entry of this formula, charge and spin) (eV): 4.091
LUMO energy (spin up / spin down) (eV): -5.45 / -4.42
E_HOMO (spin up / spin down) (eV): -12.63 / -12.93
E_tot (eV): -13400.05765

=====

Here is one molecule with the formula C2H5N2PS at a distorted geometry from the OMol25 dataset. Energies are from ωB97M-V with the def2-TZVPD basis set.

ORCA input file:
```
! RIJCOSX wB97M-V def2-TZVPD def2/J DEFGRID3
* xyz 0 3
C -1.147 0.196 0.567
C 0.311 0.728 0.657
N -1.106 -0.987 -0.014
N 0.315 -1.179 -0.768
P 1.249 0.205 -0.704
S -2.527 0.938 1.248
H 0.324 1.801 0.649
H 0.749 0.524 1.607
H -1.786 -1.362 -0.600
H 0.821 -1.965 -0.342
H 0.602 0.952 -1.569
*
```

Calculated values
Relative energy (zero: lowest compared OMol25 entry of this formula, charge and spin) (eV): 0.303
LUMO energy (spin up / spin down) (eV): 0.97 / -2.53
E_HOMO (spin up / spin down) (eV): -5.69 / -9.21
E_tot (eV): -25254.32162

=====

Here is a 8-piece molecular cluster, C13H31Cl2N5O16 overall at a distorted geometry from the OMol25 dataset. Energies are from ωB97M-V with the def2-TZVPD basis set.

ORCA input file:
```
! RIJCOSX wB97M-V def2-TZVPD def2/J DEFGRID3
* xyz 1 2
Cl 17.498 -9.912 -7.134
C 18.415 -11.016 -5.986
C 18.027 -10.873 -4.496
Cl 16.348 -11.556 -4.350
H 19.473 -10.875 -6.207
H 18.166 -12.003 -6.376
H 18.069 -9.802 -4.298
H 18.640 -11.452 -3.805
C 14.120 -10.567 -10.391
N 13.136 -11.609 -10.784
O 13.186 -12.633 -10.111
O 12.298 -11.351 -11.685
H 14.625 -10.745 -9.441
H 13.344 -9.848 -10.128
H 14.765 -10.333 -11.238
C 14.114 -9.851 -1.583
N 13.096 -10.906 -1.591
O 12.840 -11.249 -2.725
O 12.397 -11.079 -0.575
H 13.742 -9.147 -0.838
H 14.215 -9.400 -2.570
H 15.004 -10.324 -1.168
C 10.613 -6.202 -5.374
N 9.488 -6.707 -6.169
O 8.810 -5.848 -6.728
O 9.247 -7.923 -6.297
H 11.544 -6.316 -5.929
H 10.713 -6.937 -4.576
H 10.381 -5.245 -4.908
C 12.013 -13.119 -5.247
N 10.683 -13.792 -5.093
O 9.683 -13.228 -5.612
O 10.576 -14.840 -4.429
H 11.888 -12.086 -5.570
H 12.626 -13.764 -5.876
H 12.587 -13.182 -4.322
C 16.171 -6.790 -8.457
N 15.755 -7.035 -9.864
O 15.947 -8.167 -10.314
O 15.165 -6.119 -10.466
H 15.341 -6.208 -8.055
H 17.173 -6.361 -8.410
H 16.103 -7.757 -7.960
C 13.917 -9.258 -5.515
O 13.166 -9.946 -6.506
C 12.418 -9.304 -7.380
O 12.398 -8.046 -7.586
O 11.562 -10.224 -7.955
C 10.576 -9.729 -8.812
H 13.443 -9.059 -4.554
H 14.248 -8.277 -5.856
H 14.837 -9.839 -5.451
H 10.081 -8.818 -8.475
H 9.739 -10.428 -8.789
H 10.917 -9.695 -9.847
C 7.439 -10.728 -6.798
O 6.146 -10.362 -7.097
C 5.795 -9.353 -7.941
O 4.625 -9.107 -8.261
O 6.930 -8.673 -8.274
C 6.899 -7.442 -9.014
H 7.949 -10.980 -7.728
H 7.318 -11.634 -6.205
H 7.894 -9.923 -6.222
H 7.834 -7.420 -9.573
H 6.910 -6.641 -8.274
H 6.178 -7.433 -9.831
*
```

Calculated values
LUMO energy (spin up / spin down) (eV): -3.38 / -9.95
E_HOMO (spin up / spin down) (eV): -12.80 / -12.80
E_tot (eV): -79212.65119

=====

Here is C42H49ClInN6SSe as an isolated structure from the OMol25 dataset. Energies are from ωB97M-V with the def2-TZVPD basis set.

ORCA input file:
```
! RIJCOSX wB97M-V def2-TZVPD def2/J DEFGRID3
* xyz -1 1
In -0.399 -0.475 -2.631
N -1.748 -3.053 -0.283
N -2.180 -3.289 -1.599
C -1.293 -3.794 -2.496
N -1.724 -3.609 -3.785
S 0.131 -4.571 -2.135
H -2.528 -3.244 0.336
H -1.502 -2.069 -0.196
H -2.780 -2.554 -1.984
H -2.250 -2.756 -3.963
H -1.028 -3.846 -4.472
C 0.381 -2.392 3.695
C 0.359 -2.930 2.262
C -0.086 -4.393 2.228
C 1.702 -2.745 1.581
C 2.782 -3.545 1.928
C 4.012 -3.399 1.304
C 4.158 -2.468 0.290
C 3.102 -1.643 -0.089
C 3.270 -0.690 -1.256
C 3.462 -1.491 -2.547
C 4.419 0.295 -1.038
C 1.895 -1.765 0.600
N 0.809 -0.902 0.294
C 0.691 0.166 0.957
C -0.553 1.026 0.834
N -1.457 0.767 -0.015
C -2.708 1.436 0.149
C -3.617 0.872 1.056
C -4.801 1.550 1.309
C -5.089 2.748 0.673
C -4.208 3.248 -0.268
C -3.015 2.595 -0.562
C -2.089 3.137 -1.624
C -1.441 4.459 -1.210
C -2.828 3.282 -2.958
C -3.340 -0.448 1.753
C -3.116 -0.262 3.255
C -4.454 -1.457 1.473
C -0.470 2.044 1.917
C -1.291 3.051 2.354
C -0.856 3.858 3.434
C 0.348 3.664 4.059
C 1.212 2.624 3.636
C 2.473 2.290 4.191
C 3.192 1.238 3.686
C 2.724 0.446 2.608
C 1.513 0.756 2.047
C 0.771 1.842 2.566
H -0.597 -2.517 4.168
H 0.638 -1.331 3.725
H 1.118 -2.929 4.298
H -0.375 -2.360 1.694
H 0.507 -5.007 2.911
H -0.006 -4.791 1.216
H -1.131 -4.472 2.537
H 2.655 -4.302 2.694
H 4.846 -4.028 1.589
H 5.105 -2.384 -0.229
H 2.355 -0.104 -1.364
H 4.425 -2.009 -2.538
H 3.443 -0.830 -3.413
H 2.672 -2.236 -2.659
H 5.378 -0.225 -0.964
H 4.278 0.876 -0.124
H 4.478 0.986 -1.880
H -5.510 1.134 2.016
H -6.011 3.274 0.892
H -4.449 4.164 -0.795
H -1.280 2.422 -1.769
H -2.193 5.246 -1.095
H -0.727 4.769 -1.975
H -0.905 4.363 -0.263
H -3.615 4.039 -2.886
H -3.280 2.333 -3.247
H -2.135 3.594 -3.740
H -2.421 -0.857 1.335
H -4.007 0.155 3.732
H -2.286 0.420 3.450
H -2.893 -1.219 3.733
H -5.401 -1.137 1.913
H -4.204 -2.430 1.904
H -4.597 -1.576 0.398
H -2.254 3.242 1.902
H -1.507 4.655 3.773
H 0.644 4.303 4.884
H 2.863 2.870 5.019
H 4.152 0.994 4.123
H 3.323 -0.383 2.256
Cl -3.242 -0.482 -2.796
Se 0.284 1.990 -3.899
C 1.903 1.302 -4.607
C 1.923 0.236 -5.509
C 3.131 -0.190 -6.042
N 4.312 0.355 -5.754
C 4.290 1.368 -4.886
C 3.142 1.864 -4.292
H 1.000 -0.244 -5.807
H 3.147 -1.019 -6.743
H 5.254 1.810 -4.648
H 3.202 2.694 -3.599
*
```

Calculated values
Relative energy (zero: lowest compared OMol25 entry of this formula, charge and spin) (eV): 0.000
LUMO energy (eV): 1.47
E_HOMO (eV): -4.20
E_tot (eV): -147173.39350

=====

Here is a 2-piece molecular cluster, C7H6ClN5 overall at a distorted geometry from the OMol25 dataset. Energies are from ωB97M-V with the def2-TZVPD basis set.

ORCA input file:
```
! RIJCOSX wB97M-V def2-TZVPD def2/J DEFGRID3
* xyz 0 1
C -0.347 -2.318 -1.734
C -0.026 -1.126 -1.137
C -1.527 -2.373 -2.549
C 1.184 0.567 3.033
C 1.741 1.772 2.682
C -0.934 -0.049 -1.335
C 0.438 1.044 1.127
N 0.402 0.100 2.001
N -2.240 -1.287 -2.702
N -1.974 -0.140 -2.201
N 1.197 2.121 1.459
N -0.628 1.206 -0.979
Cl -1.782 2.347 -0.830
H 0.371 -3.136 -1.514
H 0.767 -0.920 -0.548
H -1.852 -3.292 -2.938
H 1.372 0.088 3.892
H 2.331 2.357 3.225
H 1.507 3.039 1.049
*
```

Calculated values
LUMO energy (spin up / spin down) (eV): -0.71 / -1.59
E_HOMO (spin up / spin down) (eV): -8.71 / -8.76
E_tot (eV): -27322.50738